Entry 1:
Below is 17 unconnected molecules or ions with the total composition C6H46O17 in a non-equilibrium geometry, with properties calculated with ωB97M-V/def2-TZVPD.

Properties
HOMO energy   -8.96 eV
LUMO energy   -0.0105 Eh
ΔE to the lowest compared entry with this formula, charge and spin   25.0 kcal/mol

Each line ends with the Löwdin charge.
Positions of all 69 atoms, in Å:
O: 18.05555 3.18064 12.25698  -0.06
H: 17.79781 2.42377 12.79681  -0.01
H: 17.93721 2.88294 11.35350  0.01
O: 16.32962 -2.73262 9.61594  -0.07
H: 16.06019 -1.93569 9.14142  -0.01
H: 17.15086 -2.48195 10.06985  -0.04
O: 11.63568 -2.77414 13.07270  -0.06
H: 12.42632 -2.26280 12.87274  0.00
H: 10.91338 -2.14650 12.98694  0.00
O: 11.03229 -3.14924 9.27574  -0.06
H: 11.41978 -3.38985 8.43159  0.03
H: 11.47810 -2.32773 9.52305  -0.02
O: 17.20273 -3.15235 12.65973  -0.04
H: 17.34786 -4.07275 12.43000  0.07
H: 17.39428 -2.66378 11.84653  0.00
O: 18.70698 -1.86975 10.59187  -0.04
H: 19.45810 -2.46876 10.64014  0.08
H: 19.09174 -0.99193 10.66920  0.08
O: 14.16505 -3.70861 11.09091  -0.08
H: 13.90116 -2.77397 11.05628  -0.02
H: 13.81252 -4.01968 11.92848  0.02
O: 11.51214 -0.45852 9.35228  -0.04
H: 12.21936 0.02379 8.89990  0.04
H: 10.97503 0.22658 9.75354  0.05
O: 10.39140 -0.36949 12.24367  -0.05
H: 10.12002 0.28348 11.59663  0.04
H: 10.55959 0.14354 13.05192  0.00
O: 17.11979 -1.32190 14.74156  -0.06
H: 17.92548 -1.67653 15.12506  0.07
H: 16.85780 -1.98527 14.07787  0.04
O: 18.44754 0.91089 14.03390  -0.06
H: 17.64496 0.37370 14.02681  0.01
H: 19.09591 0.36421 14.47971  0.04
O: 11.08840 1.03460 14.38188  -0.03
H: 10.76337 1.51694 15.14647  0.07
H: 12.01699 0.86856 14.57227  0.06
O: 14.51589 -1.04949 15.64889  -0.06
H: 15.46743 -1.10904 15.48720  -0.02
H: 14.43037 -0.40557 16.35586  0.03
O: 15.34764 3.26734 9.19670  -0.04
H: 16.23330 3.16310 9.55200  0.03
H: 15.45344 3.87846 8.46180  0.05
C: 11.05217 2.12410 6.89938  -0.08
C: 12.22375 2.67913 7.70469  -0.31
O: 12.97164 1.58949 8.13868  -0.11
H: 10.20796 1.83189 7.52592  0.07
H: 11.29555 1.30590 6.22525  0.08
H: 10.63653 2.96120 6.33352  0.07
H: 11.92255 3.30399 8.54909  0.12
H: 12.77737 3.32846 7.02078  0.11
H: 13.91053 1.79943 8.18865  0.05
C: 17.47768 -0.20079 6.23974  -0.08
C: 16.47632 0.23758 7.23908  -0.34
O: 15.64074 -0.80370 7.68736  -0.08
H: 18.12800 0.65970 6.07446  0.08
H: 17.10527 -0.60229 5.29619  0.08
H: 18.03289 -1.07047 6.59679  0.08
H: 15.86373 1.07458 6.88834  0.11
H: 16.90006 0.65236 8.15787  0.11
H: 14.80219 -0.79164 7.21875  0.10
C: 15.27088 0.14186 11.13003  -0.04
C: 13.89050 -0.03410 11.82845  -0.27
O: 13.26600 -1.21422 11.38418  -0.12
H: 15.64248 1.09496 11.51455  0.06
H: 14.99801 0.28752 10.08707  0.06
H: 15.95838 -0.66608 11.36540  0.06
H: 13.36096 0.80115 11.35586  0.11
H: 13.83907 0.21579 12.88920  0.10
H: 12.38161 -0.98148 11.06265  0.05

Cartesian forces (eV/Å) of the 2 atoms listed first:
O -0.22 0.18 -0.15
H 0.36 -0.06 0.19

Entry 2:
Below is 20 unconnected molecules or ions with the total composition C6H49ClNO23S in a non-equilibrium geometry, with properties calculated with ωB97M-V/def2-TZVPD.

Properties
HOMO energy   -2.26 eV
LUMO energy   0.0696 Eh
Net charge   -1

Each line ends with the Löwdin charge.
Positions of all 81 atoms, in Å:
O: -3.56345 1.72465 2.66934  -0.02
C: -2.36436 1.69090 2.56830  -0.70
Cl: -1.36709 2.75724 3.67647  0.58
C: -1.54625 0.89522 1.57677  -0.40
N: -1.05162 1.72955 0.54516  -0.08
C: -1.67612 1.38650 -0.71511  -0.33
C: -0.73683 1.47319 -1.92328  -0.20
C: 0.17346 0.25026 -2.15717  -0.21
C: 0.43304 -0.57710 -0.91733  -0.22
S: 1.88160 0.03088 -0.02989  0.61
O: 2.97860 -0.84036 -0.39912  -0.33
O: 2.14280 1.41329 -0.24829  -0.27
O: 1.61011 -0.25843 1.51508  -0.16
H: -0.72137 0.42835 2.17172  0.07
H: -2.20421 0.08371 1.25232  0.08
H: -2.11885 0.37116 -0.68307  0.09
H: -2.51125 2.07560 -0.90122  0.08
H: -0.18685 2.39938 -1.86955  0.07
H: -1.38068 1.56541 -2.79017  0.07
H: -0.18370 -0.35598 -2.97661  0.08
H: 1.14423 0.61316 -2.48827  0.10
H: 0.75280 -1.57638 -1.19893  0.08
H: -0.43894 -0.69845 -0.28165  0.08
H: 0.68674 -0.51816 1.63629  0.04
O: -1.85679 0.17493 -4.56734  -0.05
H: -2.03182 0.66540 -5.37742  0.01
H: -2.69121 -0.27276 -4.38012  0.02
O: -0.35514 4.25098 -2.97897  -0.05
H: -0.34576 5.18501 -3.22032  0.03
H: 0.08154 3.81377 -3.71618  0.03
O: 2.35181 -1.81372 -3.25059  -0.06
H: 3.24561 -1.96304 -2.92910  0.02
H: 2.12656 -2.63994 -3.68308  0.02
O: 2.32991 -4.50094 -2.27824  -0.05
H: 1.98326 -4.61355 -1.38918  0.04
H: 2.64439 -5.37813 -2.53149  0.01
O: 1.88909 4.99928 -4.58960  -0.06
H: 2.74769 5.42126 -4.68023  0.04
H: 1.82908 4.77816 -3.65003  0.03
O: -2.22824 2.75489 -6.53743  -0.04
H: -3.03904 2.64455 -7.04194  0.03
H: -1.79521 3.51239 -6.94160  0.04
O: 4.61585 -6.73193 -2.33477  -0.06
H: 5.44894 -6.26634 -2.43891  0.03
H: 4.58170 -6.90677 -1.39101  0.02
O: -2.52659 6.38560 -2.86883  -0.06
H: -3.43468 6.64012 -2.68946  0.03
H: -2.32442 5.71852 -2.19976  0.04
O: 5.65742 0.13694 -1.76666  -0.07
H: 5.56118 0.52906 -2.63763  0.02
H: 4.77340 -0.20090 -1.55625  0.00
O: -1.95970 1.77469 6.90026  -0.08
H: -1.99600 2.22078 6.04211  -0.03
H: -2.72189 1.18868 6.88141  0.04
O: 4.60909 -2.32335 -4.99234  -0.06
H: 3.93386 -1.78133 -5.41277  0.03
H: 4.62332 -3.14225 -5.49516  0.03
O: -4.77671 0.31861 -4.17495  -0.04
H: -4.91510 1.09765 -4.72156  0.04
H: -5.52330 -0.25485 -4.37212  0.04
O: -3.41639 -1.96268 1.88313  -0.05
H: -4.32971 -1.66169 1.86996  0.04
H: -3.39143 -2.63383 2.57027  0.03
O: -0.83201 -0.09370 9.09961  -0.06
H: -1.00540 0.63306 8.48433  0.02
H: -1.35436 -0.82311 8.75091  0.05
O: -4.93145 2.18853 0.04090  -0.06
H: -4.63968 1.75830 0.85565  0.00
H: -5.88081 2.28656 0.15504  0.02
O: 1.21790 -0.82064 7.04976  -0.05
H: 1.92657 -0.17556 7.12000  0.05
H: 0.98949 -1.02859 7.96228  0.02
O: 6.47676 -6.08961 -0.12869  -0.04
H: 7.30679 -5.61663 -0.24010  0.05
H: 6.42487 -6.26184 0.81589  0.04
O: -0.50336 -2.11893 11.48864  -0.06
H: -0.69663 -1.40516 10.86828  0.00
H: -1.01899 -2.86520 11.17239  0.03
O: -1.16906 -1.34324 5.02613  -0.06
H: -0.35165 -1.27460 5.53838  0.00
H: -1.08534 -2.17648 4.55666  0.02

Cartesian forces (eV/Å) of the 2 atoms listed first:
O 0.75 0.33 0.00
C -1.08 -0.45 -0.26

Entry 3:
Below is 2 unconnected molecules or ions with the total composition C6H4Br2IN3 in a non-equilibrium geometry, with properties calculated with ωB97M-V/def2-TZVPD.

Properties
HOMO energy   -8.73 eV
LUMO energy   -0.0087 Eh
ΔE to the lowest compared entry with this formula, charge and spin   0.0 kcal/mol
SMILES   Brc1nc2cccnn2c1Br.I

Each line ends with the Löwdin charge.
Positions of all 16 atoms, in Å:
C: 2.16867 0.92590 0.09614  -0.05
C: 0.85231 1.24115 -0.11858  0.03
C: 2.53212 -0.42512 0.27529  -0.12
C: -1.73942 -1.12015 -0.22059  -0.82
C: -0.06678 0.18791 -0.13738  -0.28
C: -0.63485 -1.94234 -0.04253  -0.74
N: 1.69239 -1.41703 0.23218  0.11
N: -1.38384 0.17143 -0.28071  0.09
N: 0.42893 -1.10486 0.02360  -0.08
Br: -3.51691 -1.65991 -0.34422  0.76
Br: -0.49767 -3.78847 0.11893  0.78
I: -3.76202 3.53107 0.22682  0.39
H: 2.92697 1.68993 0.13125  0.10
H: 0.50232 2.24969 -0.26894  0.12
H: 3.55550 -0.71115 0.46091  0.11
H: -3.05772 2.17194 -0.15218  -0.43

Cartesian forces (eV/Å) of the 2 atoms listed first:
C -0.51 0.35 -0.11
C 0.63 -0.06 0.11

Entry 4:
Below is a single C6H4Br2IN3 molecule in a non-equilibrium geometry, with properties calculated with ωB97M-V/def2-TZVPD.

Properties
HOMO energy   -8.04 eV
LUMO energy   -0.0270 Eh
ΔE to the lowest compared entry with this formula, charge and spin   60.6 kcal/mol

Each line ends with the Löwdin charge.
Positions of all 16 atoms, in Å:
C: 1.97011 0.29845 0.50776  -0.18
C: 1.38738 -0.91621 -0.14191  -0.51
C: 1.29369 1.31885 0.97126  -0.13
C: -2.13031 -0.76675 -0.74592  -0.83
C: -0.03797 -0.48069 -0.72098  -0.24
C: -2.02385 0.49480 -0.03379  -0.80
N: -0.07146 1.48937 0.82258  0.07
N: -1.03591 -1.42588 -0.99613  0.09
N: -0.70784 0.63303 0.15056  -0.14
Br: -3.82755 -1.46034 -1.08089  0.76
Br: 1.81729 -2.44833 1.17061  0.58
I: -3.41437 1.93637 0.38996  0.92
H: 3.05564 0.30875 0.67599  0.11
H: 1.86903 -1.20878 -1.04961  0.08
H: 1.70863 2.02031 1.54107  0.07
H: 0.14748 0.20703 -1.46054  0.14

Cartesian forces (eV/Å) of the 2 atoms listed first:
C 2.17 -1.61 -0.80
C -1.17 1.20 0.07